ORCA calculation (ωB97M-V with the def2-TZVPD basis set) on a cluster of 2 separate species, C14H23N2O8 in total.

Results
total charge: -1
highest occupied orbital energy: -5.685 eV
E_tot: -34254.345 eV

Structure (XYZ):
```
47
C14H23N2O8 | the OMol25 dataset | ωB97M-V with the def2-TZVPD basis set
O 3.60 -2.70 -2.53
O -0.09 0.28 0.45
O 4.76 0.43 -0.53
O -1.22 -1.56 0.22
O -3.53 -0.50 0.12
O -2.43 1.80 4.69
O -5.11 1.53 1.52
O -1.39 1.82 2.03
C 2.43 -2.37 -2.62
C -0.15 -0.96 0.44
C 3.94 0.12 -1.39
C -5.50 1.71 2.82
C -4.63 2.04 3.84
N 4.21 0.26 -2.70
N 1.90 -1.29 -2.05
C 1.48 -3.21 -3.45
C 5.48 0.75 -3.23
C -3.40 0.91 -0.09
C 1.12 -1.80 0.70
C -3.18 2.23 3.56
C -3.72 1.74 1.17
C -2.74 1.42 2.33
C 2.46 -1.12 0.36
C 2.54 -0.44 -1.03
H -2.63 -0.93 0.20
H -1.52 1.66 4.39
H -0.95 1.20 1.36
H -6.55 1.55 3.06
H -4.99 2.16 4.85
H 3.53 -0.10 -3.34
H 0.91 -1.16 -2.17
H 1.05 -2.60 -4.24
H 2.02 -4.05 -3.87
H 0.68 -3.58 -2.80
H 5.41 0.90 -4.30
H 6.26 0.01 -3.02
H 5.75 1.69 -2.74
H -2.38 1.13 -0.42
H -4.08 1.22 -0.88
H 1.05 -2.73 0.12
H 1.14 -2.09 1.75
H -2.98 3.29 3.37
H -3.59 2.79 0.92
H -2.78 0.35 2.55
H 3.25 -1.88 0.41
H 2.67 -0.38 1.12
H 1.91 0.45 -0.95
```

ORCA calculation (ωB97M-V with the def2-TZVPD basis set) on a cluster of 2 separate species, C8H16Cl2N2O2 in total.

Results
total charge: 0
highest occupied orbital energy (spin up / spin down): -8.164 / -8.343 eV
E_tot: -40668.808 eV
relative energy (zero: lowest compared OMol25 entry of this formula, charge and spin): 0.0 kJ/mol

Structure (XYZ):
```
30
C8H16Cl2N2O2 | the OMol25 dataset | ωB97M-V with the def2-TZVPD basis set
C 1.20 -1.13 2.02
C -0.39 -3.01 1.28
C 1.03 0.46 -2.60
C 0.94 2.72 -1.38
C -1.29 -0.73 1.99
C -1.10 1.55 -1.83
C -0.19 -1.79 2.19
C 0.26 1.80 -2.38
N -1.29 -0.17 0.64
N -0.64 0.88 0.41
O -1.83 -0.80 -0.27
O -0.31 1.70 1.26
Cl -0.39 -2.39 3.86
Cl 0.04 2.82 -3.94
H 1.97 -1.86 2.05
H 1.39 -0.38 2.73
H 1.26 -0.71 1.06
H -0.18 -2.79 0.24
H -1.44 -3.32 1.37
H 0.36 -3.84 1.32
H 1.95 0.60 -3.16
H 0.49 -0.34 -3.06
H 1.34 -0.05 -1.61
H 0.70 3.76 -1.64
H 2.03 2.58 -1.46
H 0.68 2.54 -0.28
H -2.27 -1.17 2.12
H -1.04 0.14 2.72
H -1.83 2.34 -1.53
H -1.46 0.58 -2.14
```

ORCA calculation (ωB97M-V with the def2-TZVPD basis set) on the ion C4H11N2O with charge +2.

Results
total charge: +2
highest occupied orbital energy (spin up / spin down): -21.832 / -21.668 eV
E_tot: -9332.039 eV
multiplicity: 2
⟨S²⟩: 0.756
relative energy (zero: lowest compared OMol25 entry of this formula, charge and spin): 279.0 kJ/mol

Structure (XYZ):
```
18
C4H11N2O | the OMol25 dataset | ωB97M-V with the def2-TZVPD basis set
O -1.18 1.72 -0.45
C -0.65 1.34 0.60
N -0.64 2.11 1.73
C 0.04 -0.10 0.54
N 0.95 -0.01 -0.70
C 1.31 -1.14 -1.54
C -1.14 -1.17 0.35
H -1.33 2.91 1.78
H -0.15 1.79 2.57
H 0.91 -0.16 1.44
H 1.73 0.61 -0.63
H 0.12 0.38 -1.27
H 0.40 -1.73 -2.06
H 2.12 -1.70 -1.05
H 1.80 -0.68 -2.35
H -0.89 -2.12 0.82
H -1.46 -1.28 -0.66
H -1.94 -0.77 0.85
```

ORCA calculation (ωB97M-V with the def2-TZVPD basis set) on a structure of composition C2H4O4.

Results
total charge: 0
highest occupied orbital energy (spin up / spin down): -5.419 / -10.740 eV
E_tot: -10318.434 eV
multiplicity: 3
⟨S²⟩: 2.013
relative energy (zero: lowest compared OMol25 entry of this formula, charge and spin): 499.3 kJ/mol

Structure (XYZ):
```
10
C2H4O4 | the OMol25 dataset | ωB97M-V with the def2-TZVPD basis set
C -1.00 0.48 -0.14
C 0.21 0.49 0.72
O -2.02 1.01 -0.24
O 0.27 0.66 -2.95
O -0.64 -0.73 -1.38
O -0.84 -0.21 -2.71
H 0.49 -0.49 1.16
H 0.13 1.28 1.45
H 0.99 0.66 -0.01
H 0.62 0.21 -3.70
```

ORCA calculation (ωB97M-V with the def2-TZVPD basis set) on a structure of composition C22H49IrN2P3S2.

Results
total charge: +3
highest occupied orbital energy (spin up / spin down): -14.404 / -16.928 eV
E_tot: -78936.618 eV
multiplicity: 5
⟨S²⟩: 6.033
relative energy (zero: lowest compared OMol25 entry of this formula, charge and spin): 41.8 kJ/mol

Structure (XYZ):
```
79
C22H49IrN2P3S2 | the OMol25 dataset | ωB97M-V with the def2-TZVPD basis set
Ir 0.35 0.12 -0.10
P -0.54 2.00 1.03
P -1.85 -0.43 -0.51
P 2.28 1.30 -0.07
H 2.30 -1.28 -4.73
C 2.78 -1.06 -3.77
C 3.12 -2.03 -2.90
H 2.94 -3.09 -3.10
C -0.87 3.41 -0.09
C -2.12 1.94 1.98
C 0.55 2.70 2.33
C -1.96 -1.93 -1.52
C -2.91 -0.88 0.92
C -2.77 0.81 -1.50
C 3.20 0.15 -1.08
C 3.47 1.51 1.30
C 2.30 2.82 -1.07
H 3.26 -0.07 -3.73
H 3.84 -1.84 -2.10
H -1.35 4.21 0.49
H -1.56 3.11 -0.90
H 0.05 3.79 -0.53
H -2.16 2.82 2.64
H -2.15 1.04 2.62
H -3.00 1.97 1.33
H -0.05 3.39 2.95
H 1.36 3.28 1.88
H 0.95 1.91 2.98
H -2.82 -2.54 -1.21
H -1.03 -2.51 -1.42
H -2.08 -1.64 -2.58
H -3.68 -0.12 1.09
H -2.30 -0.99 1.83
H -3.38 -1.84 0.72
H -3.62 0.30 -1.97
H -2.12 1.20 -2.28
H -3.15 1.63 -0.87
H 4.15 0.55 -1.44
H 2.54 -0.04 -1.94
H 3.34 -0.80 -0.54
H 4.24 2.22 0.99
H 3.95 0.55 1.52
H 2.98 1.88 2.20
H 3.27 2.90 -1.58
H 2.17 3.70 -0.43
H 1.51 2.79 -1.82
C -0.95 -2.22 -4.75
C -0.68 -0.84 -4.75
C -1.54 0.04 -5.42
C -2.69 -0.44 -6.06
C -2.91 -1.83 -6.13
C -2.06 -2.71 -5.47
S 0.02 -3.30 -3.80
H 1.22 -2.80 -4.07
H 0.22 -0.48 -4.25
H -1.29 1.09 -5.48
H -3.40 0.25 -6.52
H -3.73 -2.22 -6.74
H -2.19 -3.79 -5.51
C -1.59 -2.21 3.82
N -0.87 -0.93 3.83
C -1.38 0.05 4.81
C 0.36 -0.83 3.22
S 0.56 -1.41 1.57
N 1.48 -0.54 3.93
C 1.43 -0.24 5.37
C 2.79 -0.99 3.47
H -1.44 -2.72 4.79
H -1.19 -2.84 3.01
H -2.66 -2.02 3.69
H -1.20 -0.29 5.84
H -0.95 1.05 4.64
H -2.48 0.08 4.68
H 0.98 -1.07 5.93
H 2.46 -0.11 5.71
H 0.89 0.70 5.56
H 2.75 -1.19 2.39
H 3.54 -0.22 3.69
H 3.08 -1.92 3.99
```

ORCA calculation (ωB97M-V with the def2-TZVPD basis set) on a structure of composition C52H50Cl2GeN2O2PmSTe.

Results
total charge: -2
highest occupied orbital energy (spin up / spin down): -0.940 / -0.959 eV
E_tot: -178052.557 eV
multiplicity: 6
⟨S²⟩: 8.760

Structure (XYZ):
```
112
C52H50Cl2GeN2O2PmSTe | the OMol25 dataset | ωB97M-V with the def2-TZVPD basis set
Pm 0.42 0.95 -0.62
O -0.66 2.40 -2.21
S -1.53 2.62 -3.39
C -1.17 1.22 -4.53
C -0.72 1.81 -5.85
C 0.14 3.01 -5.50
C -0.62 3.82 -4.47
H -2.05 0.59 -4.61
H -0.36 0.66 -4.03
H -1.59 2.12 -6.44
H -0.15 1.08 -6.42
H 0.38 3.61 -6.38
H 1.08 2.66 -5.07
H -1.37 4.48 -4.92
H 0.03 4.40 -3.81
C -2.09 0.45 -0.44
Ge -2.16 2.07 0.56
C -1.58 3.89 -0.13
C -0.24 4.24 -0.16
C 0.21 5.34 -0.86
C -0.70 6.11 -1.58
C -2.04 5.78 -1.57
C -2.47 4.68 -0.84
C -1.07 1.87 2.22
C -0.42 2.90 2.90
C 0.22 2.66 4.11
C 0.20 1.40 4.67
C -0.47 0.38 4.02
C -1.08 0.61 2.81
C -3.87 2.76 1.44
C -5.10 2.64 0.81
C -6.24 3.21 1.34
C -6.17 3.92 2.53
C -4.95 4.02 3.19
C -3.82 3.45 2.64
H -2.71 0.57 -1.36
H 0.49 3.63 0.40
H 1.26 5.60 -0.86
H -0.35 6.96 -2.15
H -2.75 6.37 -2.13
H -3.53 4.43 -0.83
H -0.43 3.90 2.50
H 0.75 3.47 4.61
H 0.70 1.22 5.61
H -0.51 -0.61 4.46
H -1.61 -0.18 2.29
H -5.15 2.08 -0.12
H -7.19 3.13 0.82
H -7.05 4.38 2.95
H -4.89 4.56 4.13
H -2.87 3.54 3.15
Cl 1.90 -1.18 -5.25
C 2.57 0.35 -4.76
C 3.44 0.97 -5.62
C 3.99 2.21 -5.29
C 3.65 2.77 -4.06
C 2.78 2.14 -3.22
Cl 2.36 2.89 -1.69
C 2.13 0.86 -3.47
N 1.28 0.27 -2.72
H 3.70 0.49 -6.55
H 4.67 2.70 -5.96
H 4.08 3.72 -3.77
C -2.44 -8.79 1.79
C -1.86 -7.40 1.72
C -0.64 -7.08 2.29
C -0.11 -5.80 2.20
C 1.22 -5.55 2.83
C -0.78 -4.77 1.53
Te -0.02 -2.57 1.52
N 0.97 -0.53 1.03
C 1.80 0.33 1.47
O 1.90 1.51 0.93
C 2.70 0.09 2.64
C 3.86 0.85 2.76
C 4.68 0.72 3.86
C 4.35 -0.18 4.87
C 3.22 -0.97 4.74
C 2.41 -0.84 3.62
C 1.72 -3.03 0.39
C 2.93 -3.20 1.04
C 4.12 -3.26 0.35
C 4.11 -3.12 -1.03
C 2.91 -2.94 -1.69
C 1.70 -2.90 -1.00
C 0.41 -2.74 -1.73
C -2.01 -5.11 0.94
C -2.83 -4.13 0.16
C -2.53 -6.40 1.04
H -1.90 -9.40 2.51
H -2.38 -9.28 0.81
H -3.49 -8.76 2.08
H -0.09 -7.85 2.83
H 1.47 -6.34 3.55
H 1.22 -4.58 3.33
H 1.99 -5.54 2.06
H 4.09 1.56 1.98
H 5.59 1.31 3.94
H 4.98 -0.26 5.75
H 2.96 -1.67 5.51
H 1.53 -1.47 3.51
H 2.94 -3.26 2.12
H 5.06 -3.40 0.88
H 5.04 -3.16 -1.58
H 2.91 -2.80 -2.76
H 0.57 -2.80 -2.80
H -0.04 -1.75 -1.50
H -0.29 -3.52 -1.42
H -2.45 -3.12 0.27
H -3.87 -4.15 0.48
H -2.82 -4.40 -0.90
H -3.48 -6.62 0.57
```

ORCA calculation (ωB97M-V with the def2-TZVPD basis set) on a cluster of 8 separate species, C19H56NO8S7 in total.

Results
total charge: +1
highest occupied orbital energy: -10.480 eV
E_tot: -114305.306 eV
relative energy (zero: lowest compared OMol25 entry of this formula, charge and spin): 12.2 kJ/mol

Structure (XYZ):
```
91
C19H56NO8S7 | the OMol25 dataset | ωB97M-V with the def2-TZVPD basis set
C -1.48 0.11 -2.06
N -0.26 0.87 -1.62
C -0.17 2.09 -2.35
C -0.34 1.02 -0.16
C 0.91 -0.08 -2.08
C 2.32 0.26 -1.60
O 3.21 -0.79 -1.73
H -1.51 -0.89 -1.76
H -1.50 0.18 -3.25
H -2.35 0.59 -1.66
H -1.03 2.62 -2.59
H 0.16 2.10 -3.35
H 0.53 2.60 -1.83
H -1.29 1.31 0.24
H 0.51 1.64 0.44
H 0.01 0.11 0.25
H 1.18 -0.15 -3.13
H 0.68 -0.97 -2.04
H 2.41 0.45 -0.49
H 2.61 1.12 -2.16
H 4.11 -0.39 -1.33
C -3.01 -3.47 2.39
S -1.69 -2.44 1.82
O -2.26 -1.29 0.89
C -1.42 -1.54 3.37
H -2.93 -4.14 1.46
H -4.03 -2.96 2.58
H -2.91 -3.94 3.35
H -0.37 -1.22 3.42
H -1.42 -2.25 4.17
H -2.20 -0.83 3.27
C 2.79 3.72 1.80
S 2.13 4.63 0.45
O 0.64 4.36 0.46
C 2.20 6.30 1.21
H 2.46 2.69 1.66
H 2.27 3.86 2.77
H 3.82 3.74 1.88
H 1.25 6.82 0.72
H 3.06 6.98 0.99
H 2.16 6.28 2.40
C -5.31 -0.32 -1.59
S -5.37 1.28 -2.32
O -4.71 1.17 -3.70
C -7.16 1.17 -2.62
H -4.31 -0.35 -1.30
H -5.44 -0.97 -2.53
H -5.78 -0.28 -0.68
H -7.71 2.19 -2.43
H -7.68 0.55 -1.89
H -7.47 0.84 -3.51
C -2.35 -2.62 -4.85
S -1.81 -4.01 -3.96
O -0.64 -3.34 -3.21
C -3.17 -3.91 -2.80
H -1.63 -2.07 -5.49
H -2.69 -1.66 -4.36
H -3.10 -3.17 -5.53
H -3.13 -4.64 -1.93
H -3.64 -4.23 -3.55
H -3.74 -2.91 -2.65
C 2.60 -2.50 2.32
S 1.89 -3.86 1.35
O 0.82 -4.39 2.28
C 0.99 -2.97 0.12
H 2.11 -1.49 2.01
H 3.67 -2.40 2.09
H 2.41 -2.58 3.50
H 0.01 -3.32 -0.11
H 1.68 -2.83 -0.66
H 0.50 -2.06 0.60
C -0.07 0.88 5.32
S 0.36 1.90 3.85
O 0.72 0.92 2.70
C -1.20 2.85 3.65
H -0.99 0.27 5.46
H -0.31 1.66 6.18
H 0.77 0.42 5.69
H -1.38 3.48 2.65
H -1.35 3.49 4.64
H -1.92 2.16 3.55
C 6.48 -0.42 -1.50
S 6.55 0.90 -0.37
O 5.09 1.25 -0.16
C 7.04 -0.19 0.90
H 6.01 -1.22 -1.27
H 7.55 -0.60 -1.61
H 6.21 -0.09 -2.55
H 6.59 -1.24 0.75
H 6.74 0.37 1.80
H 8.05 -0.19 0.94
```

ORCA calculation (ωB97M-V with the def2-TZVPD basis set) on a structure of composition C37H39AsClF6GeN2O4Zn.

Results
total charge: -2
highest occupied orbital energy (spin up / spin down): -0.516 / -2.030 eV
E_tot: -244773.942 eV
multiplicity: 2
⟨S²⟩: 0.770
relative energy (zero: lowest compared OMol25 entry of this formula, charge and spin): 0.0 kJ/mol

Structure (XYZ):
```
92
C37H39AsClF6GeN2O4Zn | the OMol25 dataset | ωB97M-V with the def2-TZVPD basis set
Zn -1.80 -0.76 -1.10
C 4.02 -5.10 -0.82
C 3.90 -3.68 -0.24
C 4.03 -3.75 1.29
C 5.06 -2.85 -0.78
C 2.54 -3.09 -0.59
C 1.36 -3.81 -0.25
C 0.14 -3.22 -0.48
N -0.01 -2.01 -1.03
C 1.10 -1.31 -1.40
C 2.39 -1.86 -1.17
C 0.88 -0.03 -1.96
C 1.91 0.76 -2.54
C 1.64 1.99 -3.09
C 0.30 2.44 -3.06
C -0.67 1.65 -2.49
N -0.41 0.46 -1.93
C 2.71 2.85 -3.74
C 2.37 3.05 -5.22
C 4.11 2.24 -3.64
C 2.75 4.22 -3.04
H 5.01 -5.52 -0.60
H 3.88 -5.09 -1.90
H 3.27 -5.77 -0.39
H 4.97 -4.21 1.58
H 3.21 -4.32 1.73
H 3.98 -2.74 1.71
H 6.01 -3.33 -0.53
H 5.06 -1.85 -0.35
H 5.01 -2.76 -1.87
H 1.39 -4.79 0.21
H -0.79 -3.71 -0.20
H 3.26 -1.27 -1.41
H 2.91 0.36 -2.57
H 0.00 3.40 -3.48
H -1.70 1.98 -2.46
H 2.36 2.09 -5.74
H 3.11 3.70 -5.70
H 1.39 3.51 -5.34
H 4.16 1.28 -4.17
H 4.40 2.07 -2.60
H 4.84 2.91 -4.10
H 1.79 4.74 -3.12
H 3.52 4.86 -3.49
H 2.98 4.11 -1.98
O -2.80 -2.55 0.87
Cl -4.27 -2.09 -2.31
O -4.98 -1.92 -3.58
O -2.81 -1.71 -2.60
O -4.74 -1.13 -1.32
F -3.58 2.40 -1.63
As -4.32 3.88 -2.17
F -3.12 4.00 -3.43
F -5.37 3.01 -3.22
F -5.03 5.39 -2.71
F -5.51 3.80 -0.90
F -3.27 4.78 -1.11
C -2.39 -1.42 0.76
Ge -2.01 -0.36 2.47
C -2.99 1.33 2.39
C -4.35 1.30 2.09
C -5.06 2.48 1.92
C -4.42 3.70 2.03
C -3.07 3.75 2.33
C -2.36 2.57 2.50
C -2.50 -1.38 4.08
C -1.78 -1.41 5.27
C -2.18 -2.19 6.35
C -3.32 -2.98 6.25
C -4.05 -2.97 5.07
C -3.65 -2.19 4.00
C -0.08 0.00 2.37
C 0.36 0.86 1.37
C 1.72 1.00 1.09
C 2.66 0.29 1.81
C 2.23 -0.58 2.82
C 0.88 -0.72 3.08
H -4.85 0.35 1.94
H -6.11 2.44 1.63
H -4.97 4.62 1.83
H -2.56 4.70 2.38
H -1.30 2.62 2.71
H -0.90 -0.78 5.38
H -1.61 -2.19 7.27
H -3.64 -3.60 7.08
H -4.94 -3.58 4.97
H -4.21 -2.21 3.07
H -0.35 1.43 0.78
H 2.03 1.66 0.29
H 3.71 0.39 1.59
H 2.96 -1.16 3.38
H 0.57 -1.44 3.84
```

What did the fifth record say?
ORCA calculation (ωB97M-V with the def2-TZVPD basis set) on a structure of composition C22H49IrN2P3S2.

Results
total charge: +3
highest occupied orbital energy (spin up / spin down): -14.404 / -16.928 eV
E_tot: -78936.618 eV
multiplicity: 5
⟨S²⟩: 6.033
relative energy (zero: lowest compared OMol25 entry of this formula, charge and spin): 41.8 kJ/mol

Structure (XYZ):
```
79
C22H49IrN2P3S2 | the OMol25 dataset | ωB97M-V with the def2-TZVPD basis set
Ir 0.35 0.12 -0.10
P -0.54 2.00 1.03
P -1.85 -0.43 -0.51
P 2.28 1.30 -0.07
H 2.30 -1.28 -4.73
C 2.78 -1.06 -3.77
C 3.12 -2.03 -2.90
H 2.94 -3.09 -3.10
C -0.87 3.41 -0.09
C -2.12 1.94 1.98
C 0.55 2.70 2.33
C -1.96 -1.93 -1.52
C -2.91 -0.88 0.92
C -2.77 0.81 -1.50
C 3.20 0.15 -1.08
C 3.47 1.51 1.30
C 2.30 2.82 -1.07
H 3.26 -0.07 -3.73
H 3.84 -1.84 -2.10
H -1.35 4.21 0.49
H -1.56 3.11 -0.90
H 0.05 3.79 -0.53
H -2.16 2.82 2.64
H -2.15 1.04 2.62
H -3.00 1.97 1.33
H -0.05 3.39 2.95
H 1.36 3.28 1.88
H 0.95 1.91 2.98
H -2.82 -2.54 -1.21
H -1.03 -2.51 -1.42
H -2.08 -1.64 -2.58
H -3.68 -0.12 1.09
H -2.30 -0.99 1.83
H -3.38 -1.84 0.72
H -3.62 0.30 -1.97
H -2.12 1.20 -2.28
H -3.15 1.63 -0.87
H 4.15 0.55 -1.44
H 2.54 -0.04 -1.94
H 3.34 -0.80 -0.54
H 4.24 2.22 0.99
H 3.95 0.55 1.52
H 2.98 1.88 2.20
H 3.27 2.90 -1.58
H 2.17 3.70 -0.43
H 1.51 2.79 -1.82
C -0.95 -2.22 -4.75
C -0.68 -0.84 -4.75
C -1.54 0.04 -5.42
C -2.69 -0.44 -6.06
C -2.91 -1.83 -6.13
C -2.06 -2.71 -5.47
S 0.02 -3.30 -3.80
H 1.22 -2.80 -4.07
H 0.22 -0.48 -4.25
H -1.29 1.09 -5.48
H -3.40 0.25 -6.52
H -3.73 -2.22 -6.74
H -2.19 -3.79 -5.51
C -1.59 -2.21 3.82
N -0.87 -0.93 3.83
C -1.38 0.05 4.81
C 0.36 -0.83 3.22
S 0.56 -1.41 1.57
N 1.48 -0.54 3.93
C 1.43 -0.24 5.37
C 2.79 -0.99 3.47
H -1.44 -2.72 4.79
H -1.19 -2.84 3.01
H -2.66 -2.02 3.69
H -1.20 -0.29 5.84
H -0.95 1.05 4.64
H -2.48 0.08 4.68
H 0.98 -1.07 5.93
H 2.46 -0.11 5.71
H 0.89 0.70 5.56
H 2.75 -1.19 2.39
H 3.54 -0.22 3.69
H 3.08 -1.92 3.99
```

What did the first record say?
ORCA calculation (ωB97M-V with the def2-TZVPD basis set) on a cluster of 2 separate species, C14H23N2O8 in total.

Results
total charge: -1
highest occupied orbital energy: -5.685 eV
E_tot: -34254.345 eV

Structure (XYZ):
```
47
C14H23N2O8 | the OMol25 dataset | ωB97M-V with the def2-TZVPD basis set
O 3.60 -2.70 -2.53
O -0.09 0.28 0.45
O 4.76 0.43 -0.53
O -1.22 -1.56 0.22
O -3.53 -0.50 0.12
O -2.43 1.80 4.69
O -5.11 1.53 1.52
O -1.39 1.82 2.03
C 2.43 -2.37 -2.62
C -0.15 -0.96 0.44
C 3.94 0.12 -1.39
C -5.50 1.71 2.82
C -4.63 2.04 3.84
N 4.21 0.26 -2.70
N 1.90 -1.29 -2.05
C 1.48 -3.21 -3.45
C 5.48 0.75 -3.23
C -3.40 0.91 -0.09
C 1.12 -1.80 0.70
C -3.18 2.23 3.56
C -3.72 1.74 1.17
C -2.74 1.42 2.33
C 2.46 -1.12 0.36
C 2.54 -0.44 -1.03
H -2.63 -0.93 0.20
H -1.52 1.66 4.39
H -0.95 1.20 1.36
H -6.55 1.55 3.06
H -4.99 2.16 4.85
H 3.53 -0.10 -3.34
H 0.91 -1.16 -2.17
H 1.05 -2.60 -4.24
H 2.02 -4.05 -3.87
H 0.68 -3.58 -2.80
H 5.41 0.90 -4.30
H 6.26 0.01 -3.02
H 5.75 1.69 -2.74
H -2.38 1.13 -0.42
H -4.08 1.22 -0.88
H 1.05 -2.73 0.12
H 1.14 -2.09 1.75
H -2.98 3.29 3.37
H -3.59 2.79 0.92
H -2.78 0.35 2.55
H 3.25 -1.88 0.41
H 2.67 -0.38 1.12
H 1.91 0.45 -0.95
```

Which value of total charge does entry 1 give? -1